*A*
Formula: C17H44O9
Source: OMol25
Level of theory: the ωB97M-V functional and the def2-TZVPD basis

ORCA input file:
```
! RIJCOSX wB97M-V def2-TZVPD def2/J DEFGRID3
* xyz 0 1
C 8.76 12.81 14.93
C 7.36 13.38 15.02
C 6.43 12.83 16.01
O 6.98 14.18 14.19
H 9.27 13.36 14.18
H 8.72 11.74 14.60
H 9.16 12.80 15.95
H 5.61 13.56 16.26
H 6.91 12.53 16.91
H 6.09 11.86 15.67
C 8.66 13.37 9.25
C 8.00 12.18 9.84
C 7.05 12.51 10.95
O 8.08 11.07 9.35
H 9.62 13.32 8.69
H 8.71 14.05 10.07
H 7.91 13.83 8.60
H 6.31 13.21 10.53
H 7.59 13.06 11.75
H 6.55 11.57 11.30
C 14.90 9.70 12.05
C 14.33 10.35 13.33
C 15.19 11.44 13.88
O 13.27 10.06 13.84
H 14.23 8.83 11.83
H 15.92 9.41 12.16
H 14.98 10.49 11.29
H 16.22 11.26 14.18
H 14.73 11.89 14.80
H 15.16 12.28 13.16
C 10.16 9.44 11.45
C 10.46 10.94 11.58
C 11.83 11.37 11.24
O 9.65 11.75 11.96
H 10.43 8.97 12.40
H 10.76 9.13 10.63
H 9.09 9.15 11.20
H 11.96 11.37 10.17
H 12.52 10.68 11.67
H 11.88 12.43 11.49
C 11.58 6.77 9.24
O 12.75 7.17 9.98
H 11.90 6.11 8.41
H 10.90 6.20 9.89
H 11.06 7.59 8.79
H 13.42 7.25 9.23
C 8.63 17.06 12.48
O 7.60 16.45 11.69
H 8.29 17.70 13.36
H 9.26 16.25 12.88
H 9.16 17.79 11.93
H 7.10 15.83 12.28
C 9.25 11.67 6.40
O 10.14 11.10 7.28
H 9.22 11.08 5.47
H 8.25 11.56 6.82
H 9.50 12.79 6.19
H 9.68 10.95 8.17
C 10.06 5.46 14.44
O 10.16 6.94 14.11
H 9.48 5.08 13.61
H 11.03 5.11 14.52
H 9.44 5.23 15.35
H 11.02 7.26 14.46
C 7.59 6.52 11.78
O 8.97 6.43 11.41
H 7.43 7.31 12.54
H 7.07 6.82 10.88
H 7.25 5.59 12.25
H 9.43 6.98 12.07
*
```

Properties
SMILES ... CC(C)=O.CC(C)=O.CC(C)=O.CC(C)=O.CO.CO.CO.CO.CO
LUMO energy ... 0.5 eV


*B*
Formula: C17H44O9
Source: OMol25
Level of theory: the ωB97M-V functional and the def2-TZVPD basis

ORCA input file:
```
! RIJCOSX wB97M-V def2-TZVPD def2/J DEFGRID3
* xyz 0 1
C -0.89 23.24 -2.88
O -2.15 22.99 -3.22
C -3.12 23.71 -2.39
C -4.62 23.23 -2.27
O -5.26 22.78 -3.43
C -5.14 23.47 -4.56
H -0.70 24.31 -2.94
H -0.13 22.74 -3.48
H -0.75 22.97 -1.83
H -3.10 24.72 -2.79
H -2.77 23.76 -1.36
H -5.20 23.92 -1.65
H -4.72 22.41 -1.56
H -5.91 23.30 -5.31
H -4.17 23.30 -5.04
H -5.15 24.54 -4.35
C 2.47 24.74 12.33
O 1.82 23.66 11.62
C 0.82 24.34 10.75
C 0.25 23.42 9.66
O -1.08 23.80 9.35
C -1.95 22.88 8.57
H 3.22 25.16 11.67
H 2.94 24.18 13.14
H 1.74 25.47 12.69
H 1.15 25.32 10.40
H -0.09 24.60 11.29
H 0.28 22.45 10.14
H 0.87 23.14 8.81
H -3.01 23.12 8.65
H -2.03 21.87 8.97
H -1.82 22.94 7.49
C -0.50 18.08 6.58
O 0.54 18.33 7.56
C 0.34 17.56 8.71
C 1.54 17.78 9.63
O 1.51 16.70 10.62
C 2.54 16.86 11.60
H -0.11 17.19 6.09
H -0.58 18.91 5.89
H -1.46 17.91 7.07
H 0.21 16.50 8.52
H -0.54 17.92 9.24
H 1.39 18.73 10.15
H 2.49 17.91 9.11
H 2.56 15.87 12.06
H 2.21 17.62 12.31
H 3.52 16.99 11.15
C -7.21 17.09 1.82
O -7.87 18.34 1.74
C -9.08 18.51 1.10
C -9.71 19.98 1.29
O -9.21 20.93 0.40
C -9.71 22.30 0.72
H -7.06 16.79 0.78
H -7.78 16.33 2.34
H -6.31 17.07 2.44
H -9.73 17.82 1.64
H -8.83 18.48 0.03
H -9.53 20.32 2.31
H -10.79 19.96 1.18
H -9.21 23.10 0.16
H -9.78 22.66 1.74
H -10.70 22.34 0.26
C -5.34 21.51 3.28
O -4.94 20.17 3.50
H -4.44 22.07 3.54
H -5.63 21.70 2.25
H -6.13 21.83 3.96
H -5.55 19.59 3.05
*
```

Properties
SMILES ... COCCOC.COCCOC.COCCOC.COCCOC.CO
LUMO energy ... 0.6 eV


Result of the stability comparison: *B* is the least stable of them.


*A*
Formula: C4H7NOS
Source: OMol25
Level of theory: the ωB97M-V functional and the def2-TZVPD basis

ORCA input file:
```
! RIJCOSX wB97M-V def2-TZVPD def2/J DEFGRID3
* xyz 0 3
C -0.66 -1.18 -0.16
C -1.63 -0.23 -0.09
C 0.81 -0.99 -0.23
C -1.46 1.20 0.20
N 1.27 0.39 -0.38
O -2.40 1.95 0.26
S 2.69 0.95 0.27
H -1.10 -2.25 -0.09
H -2.66 -0.72 -0.04
H 1.21 -1.55 0.59
H 1.29 -1.60 -1.03
H -0.38 1.56 0.35
H 0.77 0.99 -1.03
H 2.23 1.48 1.37
*
```

Properties
Expectation value of S² ... 2.031
LUMO energy (alpha / beta) ... 0.8 / -2.7 eV


*B*
Formula: C4H7NOS
Source: OMol25
Level of theory: the ωB97M-V functional and the def2-TZVPD basis

ORCA input file:
```
! RIJCOSX wB97M-V def2-TZVPD def2/J DEFGRID3
* xyz 0 3
C 2.50 1.73 1.68
C 0.58 -0.60 -0.81
C -0.47 0.16 -0.55
C -1.75 -0.36 0.01
N 3.57 1.23 1.55
O 1.55 2.38 1.71
S 2.11 -0.05 -1.47
H 0.58 -1.66 -0.64
H -0.44 1.23 -0.74
H -1.98 0.14 0.96
H -1.69 -1.43 0.19
H -2.57 -0.16 -0.67
H 1.79 1.24 -1.55
H 3.95 0.32 1.71
*
```

Properties
Expectation value of S² ... 2.008
LUMO energy (alpha / beta) ... 0.7 / -1.7 eV


Result of the stability comparison: *A* is the least stable of them.


*A*
Formula: C3H2O3
Source: OMol25
Level of theory: the ωB97M-V functional and the def2-TZVPD basis

ORCA input file:
```
! RIJCOSX wB97M-V def2-TZVPD def2/J DEFGRID3
* xyz 0 1
O -2.10 0.50 0.99
C -0.98 0.26 0.84
C -0.05 0.37 -0.87
O -0.52 1.10 -1.68
C 1.01 -0.45 -0.42
O 1.35 -0.36 0.82
H 0.23 -0.06 1.32
H 1.12 -1.40 -0.95
*
```

Properties
LUMO energy ... -0.9 eV


*B*
Formula: C3H2O3
Source: OMol25
Level of theory: the ωB97M-V functional and the def2-TZVPD basis

ORCA input file:
```
! RIJCOSX wB97M-V def2-TZVPD def2/J DEFGRID3
* xyz 0 1
O -1.68 1.84 -0.02
C -0.57 1.39 0.01
C -0.23 0.00 0.03
C 1.00 -1.00 -0.01
O 0.08 -2.00 -0.02
O -1.01 -1.16 0.01
H 0.34 2.02 0.01
H 2.06 -1.09 -0.02
*
```

Properties
SMILES ... O=Cc1coo1
LUMO energy (alpha / beta) ... -0.6 / -0.6 eV


*C*
Formula: C3H2O3
Source: OMol25
Level of theory: the ωB97M-V functional and the def2-TZVPD basis

ORCA input file:
```
! RIJCOSX wB97M-V def2-TZVPD def2/J DEFGRID3
* xyz 0 1
O -2.31 0.49 0.21
C -1.21 0.57 0.68
C 0.02 0.20 -0.19
O 0.23 0.97 -1.10
C 1.12 -0.88 -0.31
O 2.19 -0.78 0.23
H -1.02 1.01 1.67
H 0.89 -1.61 -1.10
*
```

Properties
SMILES ... O=CC(=O)C=O
LUMO energy ... -0.4 eV


*D*
Formula: C3H2O3
Source: OMol25
Level of theory: the ωB97M-V functional and the def2-TZVPD basis

ORCA input file:
```
! RIJCOSX wB97M-V def2-TZVPD def2/J DEFGRID3
* xyz 0 1
O -1.66 0.44 1.12
C -0.39 0.54 0.87
C 0.13 0.42 -0.46
O 0.13 1.37 -1.22
C 0.92 -0.85 -0.72
O 0.93 -1.77 0.06
H -1.50 0.69 2.04
H 1.44 -0.85 -1.70
*
```

Properties
LUMO energy ... -0.8 eV


Result of the stability comparison: *B* is the least stable of them.


*A*
Formula: C5H10N4
Source: OMol25
Level of theory: the ωB97M-V functional and the def2-TZVPD basis

ORCA input file:
```
! RIJCOSX wB97M-V def2-TZVPD def2/J DEFGRID3
* xyz 0 1
H -1.64 -1.62 1.63
N -2.67 -1.15 1.46
C -2.75 -0.56 0.41
N -1.66 -0.67 -0.67
C -0.36 -1.29 -0.46
C 0.57 -0.29 -0.22
C 1.91 -0.90 -0.05
N 0.21 1.16 -0.04
C 1.02 2.35 0.10
N 2.38 2.60 0.15
H 2.67 1.65 0.22
H -3.79 0.03 0.29
H -2.04 -0.03 -1.57
H -0.22 -2.38 -0.97
H 2.66 -0.65 -0.83
H 1.78 -2.00 -0.26
H 2.27 -0.68 0.83
H -0.76 1.13 0.04
H 0.43 3.30 -0.05
*
```

Properties
SMILES ... [H]/N=C\N/C=C(/C)N/C=N\[H]
LUMO energy ... 0.5 eV


*B*
Formula: C5H10N4
Source: OMol25
Level of theory: the ωB97M-V functional and the def2-TZVPD basis

ORCA input file:
```
! RIJCOSX wB97M-V def2-TZVPD def2/J DEFGRID3
* xyz 0 1
H 2.15 -1.27 0.19
N 2.12 -0.27 -0.04
C 0.97 0.20 -0.11
N 0.81 1.68 -0.73
C 1.64 2.57 -0.44
C -0.41 -0.29 -0.07
C -0.89 -0.67 -1.47
N -1.31 0.52 0.67
N -0.09 -1.74 0.71
C -0.68 -1.97 1.79
H 1.57 3.54 -0.92
H 2.48 2.39 0.25
H -0.15 -1.30 -1.96
H -1.82 -1.22 -1.39
H -1.05 0.22 -2.06
H -2.28 0.34 0.44
H -1.12 1.51 0.64
H -1.41 -1.29 2.25
H -0.54 -2.94 2.27
*
```

Properties
SMILES ... [H]/N=C(/N=C)[C@](C)(N)N=C
LUMO energy ... 1.0 eV


*C*
Formula: C5H10N4
Source: OMol25
Level of theory: the ωB97M-V functional and the def2-TZVPD basis

ORCA input file:
```
! RIJCOSX wB97M-V def2-TZVPD def2/J DEFGRID3
* xyz 0 1
H 0.51 -1.23 -2.98
N -0.26 -0.59 -2.79
C -0.28 -0.34 -1.54
N -1.25 0.37 -0.93
C -0.90 0.71 0.41
C -1.73 1.62 1.25
C 0.23 -0.01 0.75
N 1.03 -0.13 1.88
N 0.56 -0.70 -0.47
C 1.77 -1.39 -0.77
H -1.84 0.97 -1.45
H -1.76 1.36 2.28
H -1.44 2.67 1.15
H -2.73 1.63 0.85
H 0.95 -0.98 2.34
H 1.07 0.68 2.56
H 1.47 -2.46 -0.93
H 2.42 -1.23 0.05
H 2.19 -0.94 -1.67
*
```

Properties
SMILES ... [H]/N=c1/[nH]c(C)c(N)n1C
LUMO energy ... 0.7 eV


Result of the stability comparison: *A* is the least stable of them.


*A*
Formula: C20H21N3O4
Source: OMol25
Level of theory: the ωB97M-V functional and the def2-TZVPD basis

ORCA input file:
```
! RIJCOSX wB97M-V def2-TZVPD def2/J DEFGRID3
* xyz 0 1
O -6.05 -2.12 0.14
C -5.06 -1.45 -0.06
N -3.84 -2.04 -0.01
N -2.64 -1.47 -0.20
C -1.61 -2.19 0.04
C -0.26 -1.72 -0.14
C 0.82 -2.48 0.32
C 2.11 -2.03 0.17
C 2.39 -0.81 -0.46
N 3.67 -0.35 -0.65
C 3.95 1.07 -0.69
C 5.19 1.37 0.18
O 5.21 0.55 1.32
C 5.43 -0.81 0.99
C 4.84 -1.15 -0.39
C 1.30 -0.07 -0.94
C 0.01 -0.51 -0.79
C -5.21 0.05 -0.29
C -5.23 0.73 1.09
O -3.95 0.77 1.66
C -3.03 1.34 0.81
C -1.91 1.96 1.34
C -1.02 2.61 0.50
C -1.26 2.66 -0.86
C -2.35 2.01 -1.40
C -3.24 1.33 -0.57
O -4.29 0.68 -1.15
H -3.87 -3.03 0.24
H -1.72 -3.22 0.41
H 0.64 -3.42 0.81
H 2.91 -2.64 0.57
H 4.14 1.40 -1.72
H 3.10 1.61 -0.29
H 5.15 2.40 0.56
H 6.12 1.26 -0.40
H 6.50 -1.04 1.01
H 4.93 -1.39 1.78
H 4.61 -2.21 -0.47
H 5.58 -0.91 -1.17
H 1.47 0.86 -1.47
H -0.81 0.06 -1.17
H -6.19 0.17 -0.76
H -5.62 1.75 0.97
H -5.87 0.17 1.77
H -1.76 1.93 2.41
H -0.15 3.10 0.92
H -0.58 3.19 -1.51
H -2.54 2.01 -2.46
*
```

Properties
SMILES ... O=C(N/N=C/c1ccc(N2CCOCC2)cc1)[C@H]1COc2ccccc2O1
LUMO energy ... 0.6 eV


*B*
Formula: C20H21N3O4
Source: OMol25
Level of theory: the ωB97M-V functional and the def2-TZVPD basis

ORCA input file:
```
! RIJCOSX wB97M-V def2-TZVPD def2/J DEFGRID3
* xyz 0 1
C -0.27 -3.85 -1.63
O -0.73 -3.22 -0.46
C 0.00 -2.24 0.16
C -0.39 -1.96 1.46
C 0.25 -1.01 2.22
C 1.35 -0.33 1.72
C 2.09 0.66 2.58
C 2.59 1.90 1.84
N 1.54 2.49 1.03
C 0.84 3.57 1.41
O 1.13 4.30 2.33
C -0.37 3.86 0.52
O -0.69 2.81 -0.38
C -1.43 1.80 0.11
N -1.84 1.82 1.35
C -2.62 0.81 1.76
N -3.03 -0.20 1.06
C -2.60 -0.27 -0.23
C -3.01 -1.34 -1.05
C -2.57 -1.41 -2.34
C -1.71 -0.43 -2.87
C -1.30 0.62 -2.10
C -1.75 0.73 -0.77
C 1.73 -0.59 0.40
C 1.06 -1.51 -0.39
O 1.39 -1.73 -1.71
C 2.44 -0.98 -2.28
H -0.94 -4.69 -1.79
H -0.30 -3.18 -2.49
H 0.75 -4.22 -1.50
H -1.23 -2.51 1.85
H -0.09 -0.82 3.23
H 1.42 0.98 3.38
H 2.95 0.16 3.04
H 2.90 2.66 2.55
H 3.43 1.66 1.19
H 1.16 1.90 0.31
H -1.22 4.09 1.17
H -0.15 4.73 -0.11
H -2.94 0.86 2.79
H -3.66 -2.09 -0.62
H -2.88 -2.23 -2.97
H -1.37 -0.52 -3.89
H -0.65 1.39 -2.49
H 2.58 -0.06 0.00
H 2.50 -1.32 -3.32
H 3.40 -1.18 -1.79
H 2.23 0.09 -2.27
*
```

Properties
SMILES ... COc1ccc(CCNC(=O)COc2ncnc3ccccc23)cc1OC
LUMO energy ... 0.2 eV


*C*
Formula: C20H21N3O4
Source: OMol25
Level of theory: the ωB97M-V functional and the def2-TZVPD basis

ORCA input file:
```
! RIJCOSX wB97M-V def2-TZVPD def2/J DEFGRID3
* xyz 0 1
C 0.33 -1.38 -1.31
C 1.73 -0.95 -1.29
C -0.55 -0.25 -1.22
C -1.94 -0.45 -0.92
C -2.75 -0.89 -2.01
C -2.93 -0.38 0.14
C -4.21 -0.74 -0.41
C -2.85 -0.08 1.50
C -5.31 -1.03 0.45
C -3.97 -0.49 2.34
C -5.16 -0.95 1.84
C 3.65 -0.59 0.17
C 4.49 -1.77 0.74
C 3.58 0.78 1.01
C 2.49 1.82 0.68
C 1.52 2.29 1.55
C 2.24 2.13 -0.64
C 0.38 3.01 1.12
C 1.13 2.97 -1.16
C 0.21 3.34 -0.29
H 1.15 -3.19 -0.36
H -0.77 -3.05 -0.20
H 0.29 -2.14 -2.20
H -0.46 0.36 -2.14
H -0.01 0.52 -0.67
H -2.32 -0.98 -3.02
H -4.85 -0.57 -2.60
H -1.86 0.14 2.13
H -6.35 -1.94 0.11
H -3.90 -0.57 3.43
H -6.10 -1.50 2.40
H 1.70 -1.46 0.69
H 3.94 -0.42 -0.92
H 4.56 1.20 1.29
H 3.32 0.55 2.01
H 1.61 2.19 2.67
H 3.08 1.76 -1.31
H -0.51 2.92 1.80
H 1.09 3.07 -2.20
H -1.68 4.25 0.02
H 6.60 -2.27 0.43
N 0.28 -2.32 -0.15
N -4.11 -1.11 -1.73
N 2.29 -1.00 -0.06
O 2.25 -0.36 -2.27
O 3.92 -2.84 1.21
O -1.04 3.96 -0.80
O 5.82 -1.60 0.15
*
```

Properties
LUMO energy ... 0.3 eV


*D*
Formula: C20H21N3O4
Source: OMol25
Level of theory: the ωB97M-V functional and the def2-TZVPD basis

ORCA input file:
```
! RIJCOSX wB97M-V def2-TZVPD def2/J DEFGRID3
* xyz 0 1
N -0.80 0.94 2.79
C -0.99 0.69 1.33
C -2.38 0.52 0.80
C -2.27 -0.35 -0.42
C -2.19 0.00 -1.70
N -2.27 -1.17 -2.34
C -2.38 -2.32 -1.58
C -2.37 -3.67 -1.93
C -2.33 -4.58 -0.95
C -2.22 -4.12 0.41
C -2.54 -2.86 0.74
C -2.38 -1.83 -0.28
C -0.13 1.74 0.60
O -0.41 2.14 -0.50
N 1.01 2.13 1.40
C 2.12 2.99 0.95
C 2.61 2.60 -0.45
C 2.53 1.08 -0.81
C 3.20 0.27 0.05
C 3.02 -1.11 0.18
C 2.02 -1.81 -0.55
O 1.76 -3.13 -0.18
C 1.22 -0.98 -1.46
C 1.50 0.41 -1.52
C 1.72 4.48 0.92
O 0.62 4.80 1.24
O 2.67 5.38 0.58
H -1.13 1.89 2.89
H -1.36 0.25 3.30
H -0.65 -0.27 1.22
H -2.78 -0.11 1.56
H -3.00 1.38 0.84
H -1.95 0.87 -2.23
H -2.15 -1.33 -3.30
H -2.57 -3.96 -2.95
H -2.25 -5.68 -1.18
H -2.03 -4.85 1.13
H -2.60 -2.64 1.86
H 0.84 1.85 2.38
H 2.92 2.83 1.68
H 2.34 3.31 -1.23
H 3.70 2.93 -0.44
H 4.10 0.64 0.63
H 3.80 -1.65 0.72
H 1.35 -3.66 -0.78
H 0.16 -1.32 -1.98
H 0.77 1.08 -2.04
H 2.18 6.21 0.60
*
```

Properties
SMILES ... N[C@@H](Cc1c[nH]c2ccccc12)C(=O)N[C@@H](Cc1ccc(O)cc1)C(=O)O
LUMO energy ... 0.7 eV


Result of the stability comparison: *C* is the least stable of them.


*A*
Formula: C8H10N2O
Source: OMol25
Level of theory: the ωB97M-V functional and the def2-TZVPD basis

ORCA input file:
```
! RIJCOSX wB97M-V def2-TZVPD def2/J DEFGRID3
* xyz 0 1
C -2.96 -0.86 -0.56
C -1.81 -0.03 -0.41
C -2.25 1.11 0.22
C 0.23 2.02 -0.25
C -0.38 -0.35 -0.82
C 0.65 0.65 -0.08
C 2.10 0.39 -0.61
C 0.53 0.23 1.45
N -4.05 -0.15 -0.11
N -3.60 1.02 0.36
O 0.47 3.15 -0.40
H -3.16 -1.87 -1.04
H 0.09 -1.34 -0.78
H -0.40 -0.06 -1.82
H 2.59 -0.44 0.06
H 2.86 1.26 -0.35
H 2.26 0.05 -1.67
H 0.88 -0.82 1.43
H -0.45 0.41 1.77
H 1.00 0.96 2.06
H -4.16 1.58 1.04
*
```

Properties
LUMO energy (alpha / beta) ... -0.3 / -0.3 eV


*B*
Formula: C8H10N2O
Source: OMol25
Level of theory: the ωB97M-V functional and the def2-TZVPD basis

ORCA input file:
```
! RIJCOSX wB97M-V def2-TZVPD def2/J DEFGRID3
* xyz 0 1
C -1.77 -1.44 0.08
C -1.23 -0.22 0.36
C -2.04 0.99 0.36
C -1.65 2.06 1.07
C -0.40 2.02 1.75
C 0.44 0.95 1.67
C 0.21 -0.27 0.68
O 0.99 -0.44 -0.46
N 1.35 -1.80 -0.60
N 2.01 -1.98 -1.55
C 2.36 -0.88 -2.40
H -1.14 -2.25 0.17
H -2.86 -1.67 -0.12
H -3.07 0.91 0.05
H -2.02 3.07 0.93
H -0.30 2.88 2.37
H 1.38 0.85 2.18
H 0.58 -1.12 1.44
H 1.41 -0.43 -2.95
H 3.06 -1.30 -3.07
H 2.70 0.06 -1.96
*
```

Properties
SMILES ... C=C1C=CC=C[C@@H]1O/N=N\C
LUMO energy ... -0.1 eV


Result of the stability comparison: *B* is the least stable of them.